#P
ORCA calculation (wB97M-V/def2-TZVPD) on a 2-piece molecular cluster, C5H6INO2 overall.

Last column: Mulliken charge in e.
CARTESIAN COORDINATES (ANGSTROEM)
I  -2.90373  1.90161  0.25548  0.073
O  0.04306  0.48178  -0.39892  -0.241
O  -0.42601  -1.29936  -1.70904  -0.414
N  -1.66621  -1.50824  1.89942  -0.481
C  -2.27632  -1.00047  1.06403  0.448
C  -2.68123  -0.18784  -0.06855  -0.802
C  1.50510  0.69583  -0.55995  -0.351
C  2.16040  0.02720  0.66721  -0.936
C  -0.60668  -0.44383  -0.93899  0.659
H  -3.50580  -0.48648  -0.58581  0.479
H  1.70001  1.87150  -0.69276  0.258
H  1.62012  0.21534  1.60766  0.306
H  2.23008  -1.07110  0.50547  0.283
H  1.70961  0.33507  -1.57319  0.342
H  3.09760  0.46897  0.52793  0.378

Lowest unoccupied orbital energy (spin up / spin down) in eV: -0.08 / -0.08
Charge: 0
HOMO-LUMO gap (spin up / spin down) in Eh: 0.3200 / 0.3200

***

#Q
ORCA calculation (wB97M-V/def2-TZVPD) on C5H6INO2 as an isolated structure.

Last column: Mulliken charge in e.
CARTESIAN COORDINATES (ANGSTROEM)
I  0.52468  4.23344  2.35153  -0.029
O  2.89062  -0.09886  -1.41700  -0.358
O  2.80872  1.58543  -2.94895  -0.356
N  0.67141  1.29972  -0.11389  -0.229
C  2.86999  0.76742  -2.15777  0.714
C  0.51285  2.46758  0.11313  0.582
C  -0.59014  -0.13492  1.42545  -0.983
C  -0.12039  0.12655  -0.08807  -0.232
C  0.85385  3.74032  0.25430  -0.988
H  0.50544  -0.70018  -0.57748  0.272
H  0.71162  4.55577  -0.39769  0.436
H  -1.08117  0.32322  -0.60476  0.266
H  -0.74794  0.80665  1.92080  0.332
H  -1.43667  -0.88379  1.41052  0.306
H  0.14311  -0.79344  1.93962  0.267

Lowest unoccupied orbital energy in eV: 0.04
Charge: 0
HOMO-LUMO gap in Eh: 0.3071

***

Relative to the most stable structure, the computed energies are #P 1.876; #Q 0.000, all in eV.

***

#P
ORCA calculation (wB97M-V/def2-TZVPD) on a 11-piece molecular cluster, C33H33F11O33 overall.

Last column: Mulliken charge in e.
CARTESIAN COORDINATES (ANGSTROEM)
F  0.84274  -5.76297  -1.88391  -0.337
F  -2.75983  -1.58351  -3.57535  -0.260
F  0.79063  -0.70637  2.79975  -0.212
F  -1.18908  5.34447  -0.16139  -0.419
F  -6.09074  1.78096  -2.07017  -0.347
F  0.00248  -2.15441  8.46248  -0.336
F  -2.70387  1.53553  1.25914  0.092
F  2.74847  1.26755  5.76950  -0.230
F  2.49353  3.70576  -0.74879  -0.394
F  4.82409  1.06683  -6.58612  -0.296
F  4.37779  -2.31600  3.55625  -0.224
O  -0.48127  -1.97064  0.37230  -0.286
O  -3.19574  3.74857  -1.70335  -0.338
O  -3.97538  0.89585  -1.97200  0.204
O  -3.88481  1.48040  -5.87519  -0.524
O  -3.01837  -0.72732  -0.70789  -0.425
O  1.33965  -3.69512  -2.19520  -0.278
O  -5.06287  4.19608  -0.50306  -0.559
O  -3.24327  -0.66631  -5.57406  -0.363
O  2.15074  -3.10011  2.19622  0.104
O  -1.86285  2.35637  3.12748  -0.003
O  4.77560  1.99173  2.20853  -0.513
O  1.13111  2.23943  -1.68316  -0.180
O  5.67624  -2.63137  -6.82232  -0.508
O  0.30101  -0.14469  5.99419  -0.163
O  -1.83772  -0.28614  5.17129  -0.476
O  -3.04987  4.10224  0.43590  -0.309
O  4.99946  -1.39051  -5.01721  -0.370
O  1.63318  -2.68945  -4.21547  -0.586
O  2.95292  1.18539  -2.34699  -0.300
O  -1.25263  4.41724  3.73333  -0.567
O  -1.78981  0.97362  -5.17011  -0.309
O  0.91619  -3.33192  4.02532  -0.434
O  -3.41613  3.95952  3.27767  -0.343
O  2.59231  2.52026  2.67306  -0.101
O  -0.93021  -1.85741  6.48439  -0.367
O  3.10529  -3.97965  4.03808  -0.371
O  1.21356  1.48427  -3.81623  -0.497
O  4.19815  -1.00429  -7.07473  -0.373
O  4.13158  2.31244  4.34182  -0.375
O  0.33367  0.03901  0.64593  0.169
O  -5.04663  -1.07670  -1.66609  -0.415
O  -0.26935  -3.69749  -3.65830  -0.338
O  0.51295  -0.98103  -1.37777  -0.189
C  3.89358  2.24787  2.96273  0.505
C  0.98385  -3.26227  -3.40569  0.646
C  5.04580  -1.77774  -6.32669  0.538
C  1.13955  -1.09408  6.58797  -0.107
C  0.15219  -0.98885  -0.24646  0.166
C  -3.01592  1.75273  2.60426  0.102
C  -0.21325  -0.26868  1.93090  1.666
C  -5.18902  0.94922  -2.66576  0.437
C  1.89617  2.49038  3.97131  0.413
C  1.96672  -3.45768  3.51090  0.381
C  -2.24579  -1.24671  -4.82956  0.583
C  1.67982  1.60355  -2.69775  0.349
C  -0.92714  -0.71657  5.78678  0.609
C  2.04203  2.41855  -0.63497  0.863
C  -1.21958  -0.20241  -4.48935  0.445
C  -1.68890  4.06613  -0.04704  0.873
C  3.09687  1.33480  -0.93275  0.164
C  -5.65700  -0.50102  -2.78917  -0.443
C  -2.13755  3.68094  3.41075  0.376
C  0.26227  -2.17332  7.10722  0.339
C  3.91623  -0.42574  -4.95276  0.588
C  -3.93480  -0.35311  -1.38494  0.224
C  0.36797  -4.56633  -1.64225  0.507
C  -3.89649  4.04645  -0.64930  0.549
C  -1.04874  -1.49273  1.63477  -0.616
C  -0.89010  -4.21723  -2.49642  -0.095
C  3.53052  -3.52840  1.84921  -0.534
C  3.90237  0.19801  -6.32943  0.365
C  -3.05302  0.70492  -5.52002  0.407
C  4.16229  -3.59002  3.18772  0.100
C  -4.14190  2.75656  2.87795  -0.751
C  -1.83129  3.42085  -1.37525  0.130
C  2.91324  2.40242  5.06947  0.278
H  -0.98504  -2.23478  2.38495  0.595
H  -4.87977  1.27349  -3.64825  0.043
H  4.13856  1.52139  -0.50159  0.441
H  -2.06883  -1.16499  1.41371  0.138
H  3.50848  -4.53844  1.45057  0.359
H  -5.25880  -1.03358  -3.63896  0.170
H  1.68350  -0.58789  7.40855  0.321
H  -1.06470  3.58311  0.69481  -0.179
H  4.20115  0.25453  -4.17747  0.172
H  -1.08528  3.90010  -1.99055  0.470
H  -3.26481  0.78132  3.08907  0.364
H  -1.11977  0.10693  -3.43506  -0.366
H  -6.72718  -0.63028  -2.76246  0.411
H  -0.24980  -0.44303  -4.95608  0.091
H  -1.43711  -5.14733  -2.76356  0.355
H  4.03552  -2.82638  1.16450  0.319
H  0.28863  -4.38240  -0.60266  0.078
H  2.68594  0.43144  -0.42868  -0.140
H  -4.72062  2.38956  3.69655  0.408
H  -4.70679  2.99691  2.01215  0.311
H  1.16812  3.33762  3.94799  0.136
H  2.86134  3.21127  5.73562  0.307
H  2.93124  0.56486  -6.69163  0.274
H  1.84442  -1.41375  5.87389  0.040
H  2.94869  -0.92294  -4.78811  -0.332
H  1.30179  1.64216  4.02559  -0.397
H  -0.72433  0.61869  2.34821  -1.309
H  4.97570  -4.32645  3.36387  0.284
H  0.59457  -3.22284  6.86371  0.185
H  1.54982  2.46129  0.35280  -0.340
H  -1.52713  -3.41723  -2.04426  -0.028
H  -1.93941  -2.18194  -5.34727  0.258
H  -1.80204  2.33906  -1.29408  -0.147

Structure (SMILES): O=C1OC[C@@H](F)O1.O=C1OC[C@@H](F)O1.O=C1OC[C@@H](F)O1.O=C1OC[C@@H](F)O1.O=C1OC[C@@H](F)O1.O=C1OC[C@@H](F)O1.O=C1OC[C@@H](F)O1.O=C1OC[C@@H](F)O1.O=C1OC[C@@H](F)O1.O=C1OC[C@@H](F)O1.O=C1OC[C@@H](F)O1
Lowest unoccupied orbital energy in eV: 0.01
Charge: 0
HOMO-LUMO gap in Eh: 0.3935

***

#Q
ORCA calculation (wB97M-V/def2-TZVPD) on a 11-piece molecular cluster, C33H33F11O33 overall.

Last column: Mulliken charge in e.
CARTESIAN COORDINATES (ANGSTROEM)
F  1.50496  0.44898  -0.48687  -0.439
F  -1.84075  -0.35593  1.40130  0.343
F  0.99810  3.63529  -3.43622  -0.374
F  6.09008  -2.68574  0.86899  -0.367
F  0.31770  2.60976  4.89458  -0.424
F  -6.05000  3.19146  -1.50996  -0.357
F  2.96785  -2.11273  6.05785  -0.336
F  -1.38758  0.40046  -6.88466  -0.363
F  1.15736  -4.75170  -0.45603  -0.280
F  6.59893  2.83710  -2.21439  -0.337
F  -5.18235  -1.91389  -2.48491  -0.433
O  -3.62356  1.16293  -0.30676  0.895
O  4.90634  0.98774  2.28141  -0.523
O  -3.49965  1.33854  4.60465  -0.592
O  -2.53166  3.27957  3.97542  -0.342
O  -1.63928  -3.17054  1.73770  -0.425
O  0.96625  -0.28089  3.02871  -0.031
O  1.23275  3.18587  -1.16132  -0.272
O  -3.46252  -1.90849  1.56060  -0.154
O  -3.13648  2.36788  1.53867  -0.460
O  -2.05134  -0.30315  -2.48043  -0.382
O  -1.35089  1.40980  3.95289  -0.291
O  4.39354  -3.20560  -2.97181  -0.478
O  2.45242  -3.79155  -2.00113  -0.104
O  -5.94857  -3.82413  -0.27379  -0.351
O  -1.34663  1.87701  -5.18250  -0.320
O  2.46026  0.53906  4.47081  -0.299
O  -2.50287  3.74829  -4.71781  -0.505
O  4.21119  4.20714  -0.95253  -0.248
O  2.55741  -1.61519  3.92450  -0.312
O  5.20945  -1.25516  2.34120  -0.424
O  -0.69797  -1.65518  -1.33880  -0.319
O  6.25881  3.78440  -0.18277  -0.341
O  -0.74231  0.51628  -0.85458  0.980
O  4.16154  -0.31093  0.62168  -0.146
O  -0.85671  3.69477  -0.59189  -0.341
O  4.01693  -5.34080  -2.30701  -0.362
O  -4.18721  3.31365  -0.20999  -0.397
O  -3.33614  -3.86360  0.42847  -0.524
O  -6.97038  -2.32412  1.04510  -0.548
O  -3.55520  1.85009  -5.33819  -0.385
O  0.63339  3.42646  1.02245  -0.464
O  5.29551  5.80346  0.19577  -0.526
O  -5.25310  -1.70796  -0.27243  -0.356
C  -2.87536  -3.06520  1.17491  0.430
C  1.89080  -5.01612  -1.57157  0.333
C  1.90207  -0.43093  3.75288  0.114
C  -4.73461  2.87088  -1.42275  0.362
C  -4.55253  1.35482  -1.36857  0.206
C  4.45397  2.80651  -1.20298  0.202
C  -0.84283  3.70867  -2.01530  0.293
C  -6.14395  -2.59960  0.24997  0.597
C  0.27633  -0.00342  -0.02957  0.691
C  4.85109  -0.07053  1.75759  0.530
C  0.47763  3.02340  -2.33587  0.820
C  -0.39719  2.41097  3.74120  0.628
C  -2.51525  -1.15575  2.28843  0.021
C  3.58549  0.03422  5.16347  -0.558
C  -3.14989  0.46218  -5.29521  0.482
C  -1.64725  0.57340  -5.53108  0.517
C  -4.80687  -3.79523  -1.11485  -0.383
C  -3.60837  2.27195  0.45637  -0.034
C  -2.50300  2.61293  -5.05838  0.719
C  4.92306  -2.30820  1.48510  0.331
C  -4.54799  -2.30340  -1.30825  1.105
C  3.50359  -1.48142  4.98002  0.359
C  5.25490  4.71632  -0.26760  0.574
C  -1.20878  -0.47235  -1.65286  -0.062
C  5.95687  2.71337  -1.01276  0.549
C  -1.59039  -2.23025  2.82969  0.181
C  3.13771  -5.83002  -1.27221  -0.415
C  3.95287  -1.70521  0.46792  0.271
C  -1.25926  3.62548  3.41426  0.034
C  -2.57347  1.97062  4.21798  0.667
C  0.21620  -1.51491  -0.24170  0.892
C  0.36978  3.43134  -0.13359  0.510
C  3.71397  -4.03906  -2.48724  0.553
H  -0.99880  4.71847  -2.39092  0.367
H  -3.00652  -0.53099  3.02935  0.256
H  -4.21820  3.36060  -2.25075  0.212
H  -0.58167  -1.83354  2.90164  -0.440
H  4.46997  -1.88258  4.69161  0.272
H  3.86045  2.23017  -0.49748  -0.169
H  4.22119  -2.10914  -0.50586  -0.078
H  -1.90293  -2.64586  3.78500  0.396
H  -1.33603  3.70134  2.33226  -0.143
H  3.63381  0.29526  6.21604  0.422
H  -0.92673  4.55962  3.85336  0.443
H  -1.69049  3.13967  -2.40058  -0.629
H  0.36139  1.96714  -2.55732  -0.079
H  1.24384  -5.49495  -2.30548  0.258
H  -1.01377  -0.15113  -5.03253  0.156
H  3.02576  -6.90432  -1.36243  0.318
H  4.16873  2.60240  -2.23175  0.292
H  -3.74289  -0.04330  -6.04544  0.338
H  -3.50264  -2.02995  -1.38938  -0.401
H  2.93525  -1.96000  0.76328  -0.128
H  -5.51657  0.90432  -1.11771  0.134
H  4.51404  -3.17393  2.00052  0.413
H  3.56876  -5.56047  -0.30681  0.251
H  -0.22180  -2.00355  0.62686  -0.412
H  -4.18479  0.88220  -2.27447  -0.380
H  1.17787  -1.92042  -0.53411  -0.275
H  -3.31346  0.12249  -4.27591  -0.562
H  0.22847  0.36746  0.98965  -0.641
H  4.48935  0.34372  4.63628  0.220
H  6.27375  1.78049  -0.54891  0.088
H  -5.03744  -4.28776  -2.05832  0.463
H  0.25250  2.09722  2.93489  -0.024
H  -3.97740  -4.34481  -0.66804  0.258

Structure (SMILES): O=C1OC[C@@H](F)O1.O=C1OC[C@@H](F)O1.O=C1OC[C@@H](F)O1.O=C1OC[C@@H](F)O1.O=C1OC[C@@H](F)O1.O=C1OC[C@@H](F)O1.O=C1OC[C@@H](F)O1.O=C1OC[C@@H](F)O1.O=C1OC[C@@H](F)O1.O=C1OC[C@@H](F)O1.O=C1OC[C@@H](F)O1
Lowest unoccupied orbital energy in eV: -0.37
Charge: 0
HOMO-LUMO gap in Eh: 0.3682

***

Relative to the most stable structure, the computed energies are #P 0.000; #Q 0.454, all in eV.

***

#P
ORCA calculation (wB97M-V/def2-TZVPD) on one molecule with the formula C2H6ClN3.

Last column: Mulliken charge in e.
CARTESIAN COORDINATES (ANGSTROEM)
Cl  -0.55644  -0.16506  -1.58693  -0.195
N  -0.57171  1.47932  1.51418  -0.678
N  1.46231  -0.89820  -0.06220  -0.486
N  1.13424  -0.02368  0.99768  -0.193
C  -0.22856  0.42561  0.90967  0.331
C  -1.06070  -0.41788  0.15225  -0.159
H  -2.22552  -0.38699  0.24155  0.316
H  1.70615  0.66736  1.43735  0.196
H  1.88293  -0.41483  -0.85033  0.220
H  2.11289  -1.47284  0.34631  0.204
H  -0.80401  -1.51975  0.57289  0.248
H  0.34872  1.98476  1.71080  0.197

Structure (SMILES): [H]/N=C(/CCl)NN
Lowest unoccupied orbital energy in eV: 0.80
Charge: 0
HOMO-LUMO gap in Eh: 0.3747

***

#Q
ORCA calculation (wB97M-V/def2-TZVPD) on a 2-piece molecular cluster, C2H6ClN3 overall.

Last column: Mulliken charge in e.
CARTESIAN COORDINATES (ANGSTROEM)
Cl  2.92832  0.51944  0.19048  -0.213
N  1.42583  1.25763  0.03268  -0.511
N  -1.26799  -0.53575  -0.08765  -0.246
N  0.80368  -1.81117  -0.25164  -0.259
C  -1.78493  0.78652  -0.02149  -0.741
C  -0.15690  -0.92640  -0.08036  0.498
H  -1.29530  1.36512  -0.73874  0.360
H  -2.79462  0.71361  -0.20059  0.299
H  -1.53114  1.27595  0.91952  0.268
H  0.61126  -2.78476  -0.55567  0.243
H  1.35508  1.59945  1.04518  0.194
H  1.70670  -1.45963  -0.25170  0.106

Lowest unoccupied orbital energy (spin up / spin down) in eV: -0.34 / -0.12
Charge: 0
HOMO-LUMO gap (spin up / spin down) in Eh: 0.2368 / 0.2722

***

Relative to the most stable structure, the computed energies are #P 0.000; #Q 2.248, all in eV.

***

#P
ORCA calculation (wB97M-V/def2-TZVPD) on a 2-piece molecular cluster, C2H4Cl4 overall.

Last column: Mulliken charge in e.
CARTESIAN COORDINATES (ANGSTROEM)
Cl  -34.52031  -26.54660  -28.56004  -0.149
Cl  -32.63989  -20.83345  -27.59420  -0.137
Cl  -30.86739  -21.31132  -29.87164  -0.142
Cl  -32.38497  -24.59924  -28.15379  -0.130
C  -33.79979  -25.37539  -27.45399  -0.263
C  -31.02633  -21.30301  -28.11194  -0.193
H  -30.83405  -22.30389  -27.74556  0.176
H  -30.30479  -20.59709  -27.71967  0.299
H  -34.53448  -24.61024  -27.23543  0.265
H  -33.49504  -25.89737  -26.55590  0.274

Structure (SMILES): ClCCl.ClCCl
Lowest unoccupied orbital energy in eV: 0.76
Charge: 0
HOMO-LUMO gap in Eh: 0.4302

***

#Q
ORCA calculation (wB97M-V/def2-TZVPD) on a 2-piece molecular cluster, C2H4Cl4 overall.

Last column: Mulliken charge in e.
CARTESIAN COORDINATES (ANGSTROEM)
Cl  -1.42379  -0.12763  0.85576  -0.149
Cl  2.00018  -1.43090  -0.12879  -0.139
Cl  4.54020  -0.18330  0.19975  -0.148
Cl  -4.35035  0.65804  0.46793  -0.158
C  2.84329  -0.01714  -0.03404  -0.253
C  -2.86637  -0.00933  -0.15176  -0.264
H  -3.10586  -0.95686  -0.37203  0.313
H  -2.46074  0.80173  -0.76745  0.260
H  2.32807  0.55996  0.67175  0.243
H  2.49539  0.70542  -0.74111  0.295

Structure (SMILES): ClCCl.ClCCl
Lowest unoccupied orbital energy in eV: 0.72
Charge: 0
HOMO-LUMO gap in Eh: 0.4121

***

Relative to the most stable structure, the computed energies are #P 0.000; #Q 1.394, all in eV.